Run P
{
  "formula": "C2H4OS2",
  "method": "wB97M-V/def2-TZVPD",
  "symbols": ["C", "C", "O", "S", "S", "H", "H", "H", "H"],
  "positions_angstrom": [[1.0572, 0.1109, -0.0362], [-1.5935, -0.3563, 0.0890], [3.3071, 1.1713, 0.0016], [2.6642, -0.1546, 0.1070], [-0.0084, -1.2421, 0.0567], [0.6726, 0.9781, -0.3805], [-2.4323, -0.9946, -0.1413], [-1.6963, 0.4399, -0.6743], [-1.9705, 0.0474, 0.9781]],
  "homo_lumo_gap_ev": 8.0,
  "charge": 0,
  "e_lumo_ev": -0.34
}

---

Run Q
{
  "formula": "C2H4OS2",
  "method": "wB97M-V/def2-TZVPD",
  "symbols": ["C", "C", "H", "H", "H", "H", "O", "S", "S"],
  "positions_angstrom": [[0.7221, -0.0320, 0.9397], [-0.6553, 0.3536, 0.2376], [1.3908, -1.5115, -0.5268], [0.5846, -0.9803, 1.3899], [1.0109, 0.7706, 1.5513], [-1.2503, 1.7774, -0.8534], [-0.4504, 1.6013, -0.1691], [1.9613, -0.2650, -0.3272], [-1.8697, -0.6597, -0.1272]],
  "homo_lumo_gap_ev": 9.2,
  "charge": 0,
  "e_lumo_ev": 0.18
}

---

Least stable = run P

---

Run P
{
  "formula": "C4H6N2S",
  "method": "wB97M-V/def2-TZVPD",
  "symbols": ["C", "C", "C", "C", "N", "N", "S", "H", "H", "H", "H", "H", "H"],
  "positions_angstrom": [[0.4254, -1.5871, -0.0099], [-0.9085, -1.4226, -0.0860], [1.0864, -0.3194, -0.0703], [-1.1464, 0.0401, -0.1038], [0.1492, 0.6421, -0.1893], [0.3338, 2.0141, -0.0186], [2.7058, -0.0948, 0.0064], [0.8830, -2.5624, 0.2866], [-1.7313, -2.1426, -0.0540], [-1.8966, 0.3937, -0.8095], [-1.5773, 0.4050, 0.8332], [1.0624, 2.3783, -0.7612], [0.6143, 2.2558, 0.9765]],
  "homo_lumo_gap_ev": 8.5,
  "charge": 0,
  "e_lumo_ev": 0.22
}

---

Run Q
{
  "formula": "C4H6N2S",
  "method": "wB97M-V/def2-TZVPD",
  "symbols": ["C", "C", "C", "C", "H", "H", "H", "H", "H", "H", "N", "N", "S"],
  "positions_angstrom": [[0.7941, -0.1859, 1.3898], [-0.4820, -0.9981, -0.2822], [-0.6595, -0.0670, -2.5169], [-1.8972, 0.2253, -1.8094], [0.7765, -1.2094, 1.7722], [-0.4775, -1.9638, 0.2367], [-0.6541, -0.4810, -3.5181], [0.2193, 0.5088, -2.2290], [-1.8844, 1.0024, -1.0349], [-2.8580, 0.0577, -2.2783], [0.1313, 0.0272, 0.1953], [-1.1579, -1.0330, -1.5156], [1.5957, 0.9550, 2.2254]],
  "homo_lumo_gap_ev": 8.1,
  "charge": 0,
  "e_lumo_ev": -0.67
}

---

Least stable = run Q